No. 1
Formula: C60H153N9O24
Source: the OMol25 dataset
Level of theory: wB97M-V/def2-TZVPD

```
! RIJCOSX wB97M-V def2-TZVPD def2/J DEFGRID3
* xyz -1 2
H -4.40 -8.24 -1.93
H 4.07 7.27 -3.45
H 2.12 4.38 -2.85
C 6.41 1.15 6.38
H 6.85 1.73 5.57
H -0.93 4.26 -5.66
H -6.35 2.98 -10.08
C -3.08 -2.77 1.08
H -2.31 4.77 1.28
H -7.19 7.09 -2.99
C 0.42 -8.16 -1.32
C 2.95 4.16 -3.52
H -5.63 2.52 0.58
C 3.42 6.51 -3.89
H 0.49 -4.94 -1.11
H 3.46 -0.86 -2.62
O 2.38 -2.72 5.18
H -1.18 6.75 -6.16
H 0.74 3.05 3.74
H 5.60 0.28 2.35
H -0.06 7.35 -4.94
C 7.99 1.26 -0.78
H -2.09 -3.14 -2.99
H 1.98 1.48 1.92
H -5.34 0.61 7.76
H 3.51 6.51 -4.97
O 1.67 0.17 -3.02
H 1.29 -1.91 7.53
H 0.16 4.33 1.97
H -5.99 0.97 -7.00
H 2.49 -1.78 5.29
H 2.89 2.06 -3.16
H -1.91 3.23 -3.75
H -3.50 5.91 -3.00
H -0.92 -4.62 2.72
C 1.20 4.10 2.21
H -0.86 3.95 -2.59
H 0.40 0.61 -0.67
C 6.04 -0.58 1.84
H 3.03 3.82 1.22
H 1.46 4.90 2.90
H -5.67 0.98 5.19
O -6.72 0.77 0.22
O 4.98 1.24 6.20
H 10.31 -4.74 4.13
H -2.23 3.41 0.20
C -2.87 4.24 0.50
C -4.67 0.19 -4.81
C -5.13 1.55 -7.34
C 5.68 1.16 -1.49
C -7.06 0.42 -1.08
O 5.73 -2.64 0.48
C 0.51 -3.86 -1.01
N -2.97 -5.22 -1.48
H -3.54 -1.35 -3.77
C -2.99 -4.63 2.58
C -4.59 1.16 5.15
C -3.94 0.93 3.75
O 1.37 3.39 -0.04
H -8.14 0.25 -1.13
H 2.79 -1.22 -4.23
H -4.78 2.74 -5.55
H 1.26 -3.33 -1.60
H 4.52 -0.81 0.33
H -3.79 -8.46 -4.76
H -2.46 0.48 -0.92
H -3.21 3.44 -2.04
H 2.11 5.17 0.66
N 3.94 2.98 -1.56
H -0.66 1.17 -2.45
C 2.02 4.13 0.96
H -4.01 1.79 7.70
O -3.91 0.44 6.18
H -4.54 2.21 5.46
H -1.42 0.87 -4.02
H 4.22 -1.82 1.67
H -3.52 1.15 1.19
H 10.53 -3.49 5.27
H -5.78 1.30 3.00
H -2.99 1.36 -4.74
C 2.40 -4.01 3.12
H 6.65 1.61 7.34
C 3.63 2.84 -3.01
H 0.73 -3.57 0.02
H -0.29 -7.84 3.12
H 8.01 0.22 -0.46
O -3.44 0.47 -2.78
H 2.37 6.74 -3.72
H -4.60 0.81 -7.94
H 0.44 4.87 -4.66
H -4.44 4.76 -3.81
H 2.81 1.83 5.00
H 0.81 -7.49 -2.09
H 7.91 0.12 3.81
H 1.50 -3.50 2.77
H 1.10 -9.00 -1.24
H -3.21 9.35 -2.37
H -4.33 7.83 -3.93
H 5.79 1.17 -2.57
H 5.67 0.09 -1.29
H -0.76 -0.40 0.14
O 9.26 -2.98 3.59
H 3.44 -0.66 7.17
H 4.79 -0.42 5.00
C -4.32 5.21 -2.82
H 3.94 -1.22 9.29
H -2.10 -2.31 1.26
C 1.03 -0.17 1.35
C -4.14 9.86 -2.65
C 2.97 -1.60 9.60
H 0.42 -6.48 2.31
H -4.76 3.75 -1.14
C -3.21 -8.97 -3.99
H -6.43 -0.42 -1.36
C 9.79 -3.89 4.58
H -2.28 -1.04 -1.85
H -5.09 -0.57 -5.48
H -1.60 -6.20 1.07
H 2.61 4.00 -4.55
N -3.67 1.03 -5.42
H 2.14 3.17 -0.57
O 1.85 -0.81 9.22
C -4.22 2.11 -6.25
H -3.82 -5.32 2.78
C -1.67 -5.39 2.92
C 5.03 -1.45 1.04
H 4.37 1.88 0.11
H 6.94 -2.29 2.49
C -3.85 -7.41 -2.36
H -5.47 0.81 -4.41
H -1.68 -5.53 4.00
H 8.91 -4.35 5.04
H -6.38 6.29 -4.35
N -5.58 5.87 -2.46
C 3.22 -3.17 4.07
C -3.43 -6.55 -1.18
H 0.02 2.09 0.80
O -0.76 -3.29 -1.31
H 2.85 -2.61 9.20
H -4.55 -0.20 1.35
H -3.79 -0.15 3.74
H -0.60 -8.50 -1.52
H -6.92 1.21 -1.82
H -5.92 1.26 -9.81
H 0.65 -0.15 2.37
O 2.14 -5.32 3.58
C 0.03 -8.18 1.04
C -4.12 -0.46 -3.56
C -0.90 3.61 -3.62
H -3.99 10.28 -3.65
C 2.54 -1.00 -3.19
H -3.35 2.59 -6.68
H 2.98 -4.24 2.22
O -0.69 1.45 0.85
C -6.23 6.79 -3.40
H 4.53 2.73 -3.62
O 6.66 1.80 -0.71
H 0.46 -0.43 7.68
N 2.17 -0.14 5.53
H 8.51 1.85 -0.03
H -4.20 10.77 -2.06
H 0.03 -0.97 -3.74
H 4.77 3.55 -1.61
C 2.50 -0.14 6.98
O 0.31 -7.43 -0.07
H 2.02 -1.93 -2.98
H 1.21 -0.05 5.25
O 2.17 0.71 1.38
H 0.97 2.56 -3.63
C 4.56 0.64 5.01
H 3.03 -1.78 10.67
H -4.91 -0.88 -2.93
C -6.34 2.16 -9.36
O -2.98 -4.18 1.22
H 5.29 -4.49 -0.38
N -1.57 -6.53 2.02
H -4.99 1.50 -0.70
C -1.85 -5.16 -2.36
O -2.76 -8.00 -3.01
H -2.96 1.42 3.79
C 1.44 -0.87 7.85
H 0.72 0.07 -4.94
H -3.72 0.09 8.21
H 6.61 0.01 1.11
H 3.95 -3.78 0.57
O 3.89 5.21 -3.42
H 9.52 -1.32 4.77
H -7.35 1.87 -9.08
O -5.64 2.55 -8.21
N 6.79 -1.35 2.82
H -3.75 -2.22 1.75
H 3.55 0.95 -1.18
C -4.57 0.89 1.36
H -1.82 7.72 -4.90
H 3.51 -2.26 3.55
N -0.01 2.50 -3.89
H 5.09 1.18 4.22
C -0.35 -7.25 2.20
C -5.48 1.49 0.27
C 3.09 0.80 4.79
H 2.93 0.68 3.71
H -2.61 -7.12 -0.74
H 1.32 -1.20 1.18
C 4.32 1.69 -0.96
H 1.01 -8.65 1.17
C 8.73 -1.84 4.25
H -3.46 -2.62 0.07
H -2.41 -9.52 -4.47
C -3.90 4.19 -1.66
O -1.37 5.84 -4.32
C -5.34 8.08 -3.63
H 2.79 0.81 7.43
C -1.07 6.96 -5.10
C -4.28 0.75 7.55
H 8.72 -0.45 2.50
H 7.92 -2.09 4.94
C -0.49 1.14 -3.53
H 1.41 -5.29 4.21
C 0.52 0.00 -3.87
N -4.82 1.40 2.71
H -3.72 3.87 1.07
C -2.93 -0.20 -1.63
H -4.35 -6.80 -3.11
H -0.98 -5.75 -2.08
H -4.28 -6.64 -0.51
H -3.13 -3.87 3.35
O -3.31 5.00 -0.60
C -0.63 4.66 -4.70
C 4.79 -3.57 -0.10
H -5.28 6.35 -1.62
H 4.16 -3.62 4.41
H -3.72 -0.63 -1.03
H -3.93 -9.68 -3.57
C -1.33 -3.74 -2.50
H -2.56 -4.80 -0.66
H 4.33 -3.20 -1.02
H 8.45 1.40 -1.76
H -0.55 -3.88 -3.24
C -0.01 0.38 0.31
O -5.18 8.85 -2.47
H 6.79 0.12 6.42
O 1.32 2.91 2.98
H -0.78 -8.88 0.85
H -2.22 -5.45 -3.34
H -5.87 8.73 -4.34
C 8.07 -0.82 3.28
*
```

## Properties
total energy = -4675.7697 hartree
E_HOMO (spin up / spin down) = 0.461 / -6.426 eV
lowest unoccupied orbital energy (spin up / spin down) = 0.0677 / 0.0676 hartree
orbital gap (spin up / spin down) = 1.3808 / 8.2653 eV

No. 2
Formula: C60H156N12O18
Source: the OMol25 dataset
Level of theory: wB97M-V/def2-TZVPD

```
! RIJCOSX wB97M-V def2-TZVPD def2/J DEFGRID3
* xyz 0 1
C 0.22 -0.01 1.44
C 4.25 7.51 4.64
H 0.52 1.31 4.60
O 4.07 8.91 4.46
H -0.28 -1.68 -2.54
O 4.05 5.17 2.33
H 0.03 -6.03 -0.65
N 0.17 -6.16 -2.71
C -0.86 -2.46 -5.09
H -8.44 -0.23 -0.64
C -4.11 2.89 -3.87
H 0.24 -2.67 -5.15
O -1.63 -4.58 4.58
H 5.66 5.86 4.61
H 0.93 5.99 -4.98
H 2.67 2.29 4.89
C 1.99 -5.28 -1.29
H -3.44 -4.58 5.51
C 0.10 4.47 -2.80
H 2.88 -0.38 -6.39
H 4.19 -4.69 7.58
H 2.15 5.85 1.94
H 2.58 -0.77 -3.59
H -4.58 3.60 -6.38
C 0.77 -6.27 -1.38
H 3.99 9.84 6.25
H -4.29 -0.47 3.93
H 0.91 -4.94 1.26
C 4.61 9.76 5.39
H 1.70 -3.56 0.58
N -1.76 4.25 -1.12
C 3.98 3.05 -8.28
H -5.90 -7.48 1.33
H 3.35 2.13 -6.35
C 3.76 2.06 -2.93
C 4.97 -3.16 -3.01
H 0.20 3.65 -0.87
H -2.08 5.53 0.58
H 0.12 -7.09 -3.09
H -0.04 -3.76 9.05
C -0.17 0.57 -0.91
H -6.41 4.98 -0.61
O -4.44 -6.24 0.78
C -0.36 4.49 -1.37
H 5.96 2.07 -9.62
C 1.90 -4.56 0.91
H -0.94 -1.36 -5.30
H -2.77 -0.20 -3.58
N 2.84 4.28 -6.38
H -3.94 -3.79 0.13
H -6.26 0.40 -3.82
H 2.25 4.24 2.65
H 5.51 -3.09 -4.00
H -0.65 1.87 0.85
H -3.13 -0.63 0.83
H -1.84 1.28 -4.11
H -3.12 -5.92 3.95
C -0.30 -0.93 5.50
H 1.77 -7.81 -0.23
H 4.00 7.06 1.61
H 0.21 -5.41 8.76
H -0.89 -0.53 6.36
H 4.63 -3.17 2.68
H -7.55 1.26 -2.88
H -3.39 6.07 -5.20
H 5.42 0.04 1.42
H 5.61 9.42 5.64
C -0.86 -1.95 2.19
H -1.35 3.91 0.75
H 4.63 5.84 0.45
H -2.41 -1.85 -1.38
H -1.90 -2.32 2.32
H -5.19 3.03 -4.06
C 3.95 4.64 -5.47
H 1.19 4.40 -2.92
H -5.09 0.75 -1.84
C 1.15 0.94 5.41
H -1.71 -6.70 4.79
H 1.01 1.47 6.34
N 6.20 7.33 3.11
H 5.10 4.04 -3.77
H 2.63 4.49 0.93
N -8.02 -0.93 -1.24
H -4.40 -2.06 2.27
H -8.01 -0.23 -3.66
H 3.69 0.46 1.16
C -6.32 -4.57 3.50
H -0.18 4.57 -5.28
H -2.30 3.88 -4.59
H 7.16 7.72 3.19
H -0.79 -0.56 4.58
C -0.79 -2.65 -2.70
H 5.06 -1.82 3.72
C -3.51 3.96 0.49
C -5.75 4.12 -0.25
C -1.78 -2.76 -1.52
C -5.70 0.19 -1.10
C -4.75 -1.13 4.67
C 0.31 -4.45 8.31
H -1.51 -6.05 3.17
H 2.31 -2.46 -4.12
H -3.47 5.62 -3.52
H 2.05 1.56 -0.15
C -6.04 -3.27 2.79
H -6.11 -4.49 4.61
H 3.91 -5.66 6.18
C 3.08 -1.68 -3.87
O 3.34 3.02 -3.84
H 0.36 0.42 2.47
H 4.68 -1.04 -2.95
H -5.70 3.18 -0.87
H 4.82 5.01 -6.01
H 3.00 -2.93 -1.40
H -5.73 -7.32 -0.43
H -2.33 -4.44 7.89
O 4.08 -1.36 1.94
H 4.37 1.83 3.07
H -6.02 -2.61 0.85
N 1.34 2.05 0.40
H 3.34 0.85 5.71
O -0.97 -0.77 1.49
H 4.22 1.19 -3.42
C 4.63 6.19 1.55
H -3.90 -3.71 2.89
H -2.46 -3.20 5.91
C 2.55 1.18 4.95
O -0.46 5.56 -3.49
H 1.96 -7.86 -1.96
H 3.97 -1.41 -7.15
H 2.54 -4.46 1.73
H 4.38 -4.14 -3.12
C 4.20 0.77 3.19
C -1.78 -4.79 7.03
H 4.99 0.50 3.86
C -3.08 -4.42 -0.20
N -0.37 -4.35 7.08
C 1.80 -4.06 8.07
H -3.31 2.63 -6.33
H 2.05 2.68 -7.37
H 2.37 -4.09 8.99
C 4.42 3.63 -4.48
N 3.44 -2.03 -1.46
H 1.83 2.04 1.31
H 4.41 2.54 -2.20
C 6.13 2.99 -9.02
H 4.05 -1.97 -0.63
C 0.15 1.18 0.45
O -4.45 4.74 -0.22
H -2.30 -4.37 0.58
H -5.66 -5.35 3.05
O 1.04 -0.48 5.57
H 0.51 -0.26 -1.07
H -4.53 -8.27 0.51
H 6.01 -2.06 2.21
H -6.34 -1.45 -2.28
C -3.69 -5.85 -0.35
C -7.13 0.31 -3.20
H 1.97 -3.06 7.61
H -0.71 -5.64 -2.72
H 3.86 4.00 -8.83
C -2.75 0.88 -3.61
C -2.03 -5.88 4.12
H 3.70 -3.92 6.12
H -1.14 -2.75 -0.64
C -0.06 5.56 -4.85
O 2.23 -5.04 7.13
H 1.58 -4.27 -1.43
H 0.02 5.43 -0.94
O 5.31 2.98 -7.86
H 3.56 5.50 -4.91
O -3.93 1.50 -4.23
N -6.32 -3.40 1.37
H 7.15 3.02 -8.62
H -4.91 5.58 -4.44
C 3.06 2.97 -7.01
H 3.59 7.01 3.95
H 3.95 7.23 5.70
C 4.12 -1.93 -2.77
C -2.42 -4.25 5.74
H 2.80 -5.53 -1.97
H -5.79 -1.13 4.40
H 4.67 10.73 4.87
O -1.54 -2.80 -3.87
H 0.16 -4.71 6.31
H 6.28 7.33 5.26
H -3.49 2.90 0.18
C 5.65 6.98 4.44
C -3.91 -0.01 0.34
H -6.06 3.85 0.75
C -6.79 -0.55 -1.92
H 5.92 3.86 -9.59
H 3.72 2.22 -8.98
C 3.54 -4.79 6.75
C -3.40 3.91 -4.80
H -0.78 6.06 -5.51
C 4.42 -0.01 1.88
H -2.97 -6.61 -0.61
H -2.37 4.72 -1.83
H -0.23 3.53 -3.29
H -6.73 -2.53 3.18
H -0.05 -3.49 -2.59
H -0.31 -2.70 1.60
H -1.14 0.04 -0.85
H -0.32 -2.02 5.50
H -5.87 -4.27 1.01
H -2.72 1.14 -2.57
H 2.45 -2.15 -6.58
H -3.40 0.60 -0.44
C 5.03 -2.16 2.67
O -4.22 -2.45 4.37
H -3.95 3.19 -2.81
H 6.43 7.15 1.15
C -5.20 -7.41 0.54
C 3.26 -1.37 -6.31
H -7.91 -1.78 -0.67
C 6.07 6.52 1.95
H -1.40 -2.91 -5.86
H -3.68 3.99 1.59
H -3.15 -4.04 -2.24
N -2.51 -3.98 -1.45
H -7.35 -4.84 3.35
C -2.09 4.48 0.21
H -4.34 0.74 1.04
C -3.80 5.34 -4.50
H -4.39 -5.73 -1.19
O 3.94 -1.59 -5.05
N 2.89 0.55 3.67
O -4.95 -0.66 -0.32
H 1.14 -0.62 1.17
H -0.11 1.18 -1.82
C 2.73 4.90 1.94
C -4.57 -2.83 3.00
N -3.58 3.59 -6.22
H 2.66 -0.42 3.74
H 0.51 -8.49 -1.24
H 6.63 5.55 1.95
H -4.50 -0.86 5.70
H 2.02 4.24 -5.81
H 2.85 1.78 -2.37
H -6.28 0.98 -0.57
H 5.82 -3.35 -2.33
H -1.98 -5.85 7.12
C 1.26 -7.71 -1.19
H 5.06 2.91 -5.00
O 2.58 -5.34 -0.01
H -0.38 -1.88 3.16
*
```

## Properties
total energy = -4390.5238 hartree
E_HOMO = -8.440 eV
lowest unoccupied orbital energy = 0.0201 hartree
structure (SMILES) = COC[C@H](C)N.COC[C@H](C)N.COC[C@H](C)N.COC[C@H](C)N.COC[C@H](C)N.COC[C@H](C)N.COCCNCCOC.COCCNCCOC.COCCNCCOC.COCCNCCOC.COCCNCCOC.COCCNCCOC
orbital gap = 8.9865 eV
energy above the lowest of the compared OMol25 structures with the same formula, charge and spin = 245.8 kJ/mol

- Among the records above, which one has the lowest total energy?
  C60H153N9O24

- total energy of number 2 (C60H156N12O18)?
  -4390.5238 hartree